[1]
26
Properties=species:S:1:pos:R:3 method="wB97M-V/def2-TZVPD" de_lowest_ev=2.3694 e_homo_ev=-10.14 smiles=OCCCO.OCCCO lumo_ev=0.6
H 2.15 -1.92 2.30
H 2.15 0.55 2.49
H -0.32 2.02 -3.23
H 1.47 0.70 -0.55
C 0.64 -0.55 1.84
H -2.56 2.73 -1.17
H -0.62 0.71 -0.52
C 0.37 -3.15 1.83
C -0.25 0.78 -1.56
C 1.28 -1.88 1.62
H -0.21 -3.12 2.78
H -0.69 -0.06 -2.13
C -2.11 2.55 -2.16
O 1.15 0.63 -1.48
H 1.66 -1.97 0.58
O -2.31 3.80 -2.95
H -1.52 4.34 -2.74
H -2.67 1.71 -2.63
H -0.35 -3.23 1.00
H 0.78 -4.91 2.75
H 0.36 -0.47 2.91
H 0.04 2.83 -1.67
C -0.65 2.13 -2.18
O 0.97 -4.45 1.91
H -0.27 -0.35 1.24
O 1.54 0.57 1.72

***

[2]
24
Properties=species:S:1:pos:R:3 method="wB97M-V/def2-TZVPD" de_lowest_ev=2.6271 e_homo_ev=-9.02 smiles="CP[C@@H](C)P.C=CC" lumo_ev=0.9
C -1.35 -1.26 -1.12
H 2.98 2.51 0.84
C -1.20 -1.17 0.38
P -1.89 -2.72 1.22
H 2.52 -1.59 -0.31
H -0.79 -3.52 0.62
H -1.07 -0.28 -1.65
H -0.34 2.96 -1.07
C 1.50 -1.90 -0.13
H 0.72 2.41 1.81
H -0.81 -2.07 -1.54
H 2.30 2.85 -0.94
H -1.73 -0.26 0.71
C 2.09 2.65 0.15
H 0.80 0.32 0.84
C -0.46 2.92 -0.05
H 1.43 -2.95 0.00
P 0.53 -1.11 1.23
H -1.11 2.01 0.25
H -2.87 -3.14 0.24
H 1.09 -1.64 -1.15
C 0.91 2.66 0.70
H -2.35 -1.54 -1.30
H -0.88 3.84 0.26